The following is a DFT calculation (ωB97M-V with the def2-TZVPD basis set) of 12 unconnected molecules or ions with the total composition C28H87N7O12 at a distorted geometry.

The calculation puts the HOMO energy at -8.788 eV. Its frontier orbital gap is 9.29 eV. As for the relative energy (zero: lowest compared OMol25 entry of this formula, charge and spin): 5.4 kcal per mole. Its SMILES is COC[C@H](C)N.COC[C@H](C)N.COC[C@H](C)N.COC[C@H](C)N.COC[C@H](C)N.COC[C@H](C)N.COC[C@H](C)N.O.O.O.O.O.

```
! RIJCOSX wB97M-V def2-TZVPD def2/J DEFGRID3
* xyz 0 1
C 3.603 3.030 3.469
O 2.529 3.695 4.148
C 1.328 3.043 4.048
C 0.325 3.837 4.832
C 0.639 3.910 6.336
N -1.024 3.334 4.635
H 4.495 3.621 3.705
H 3.442 2.966 2.365
H 3.714 1.995 3.775
H 0.958 2.960 3.018
H 1.429 2.028 4.397
H 0.229 4.875 4.365
H -0.016 4.542 6.903
H 1.610 4.420 6.419
H 0.759 2.910 6.781
H -1.557 4.043 5.156
H -1.251 3.437 3.657
C -6.006 -2.086 -0.600
O -4.979 -2.484 0.284
C -5.187 -2.088 1.663
C -4.101 -2.691 2.512
C -4.341 -4.195 2.514
N -4.290 -2.135 3.845
H -5.720 -2.355 -1.618
H -6.189 -0.969 -0.532
H -6.909 -2.630 -0.354
H -5.092 -0.983 1.727
H -6.168 -2.385 2.050
H -3.134 -2.359 2.232
H -5.359 -4.350 2.815
H -3.658 -4.709 3.217
H -4.297 -4.503 1.498
H -3.486 -2.333 4.479
H -5.191 -2.309 4.269
C -2.398 5.359 -5.740
O -2.812 4.472 -4.777
C -1.751 4.340 -3.857
C -2.379 3.937 -2.492
C -3.192 5.141 -2.039
N -1.255 3.618 -1.591
H -3.040 5.251 -6.622
H -1.318 5.249 -6.027
H -2.503 6.351 -5.373
H -1.024 3.563 -4.077
H -1.129 5.233 -3.815
H -3.047 2.996 -2.648
H -3.994 5.456 -2.814
H -2.590 6.007 -1.813
H -3.645 4.947 -1.115
H -1.639 3.462 -0.645
H -0.673 4.440 -1.489
C 3.359 2.991 -2.791
O 4.086 2.253 -1.860
C 3.457 1.082 -1.353
C 4.395 0.507 -0.310
C 3.884 -0.766 0.399
N 4.545 1.500 0.760
H 3.281 2.498 -3.812
H 3.837 3.945 -2.840
H 2.366 3.140 -2.328
H 2.508 1.373 -0.860
H 3.204 0.376 -2.189
H 5.345 0.366 -0.789
H 2.816 -0.635 0.754
H 4.509 -0.956 1.258
H 3.957 -1.628 -0.305
H 5.041 2.326 0.322
H 5.097 1.074 1.512
C 0.015 -4.006 2.020
O 1.187 -3.647 1.284
C 1.088 -4.205 -0.048
C 1.330 -5.740 -0.090
C 2.617 -6.132 0.636
N 1.551 -5.986 -1.585
H -0.805 -4.077 1.326
H -0.153 -3.246 2.746
H 0.080 -5.018 2.457
H 0.023 -3.985 -0.380
H 1.813 -3.709 -0.680
H 0.478 -6.329 0.327
H 2.498 -5.921 1.692
H 3.475 -5.503 0.368
H 3.042 -7.137 0.511
H 0.776 -5.650 -2.155
H 1.559 -6.987 -1.764
C -0.709 0.442 -2.937
O -1.057 -0.476 -1.933
C -0.099 -0.508 -0.848
C -0.417 0.580 0.165
C 0.658 0.687 1.182
N -1.656 0.286 0.842
H -0.428 1.410 -2.502
H -1.628 0.606 -3.543
H 0.133 0.075 -3.555
H -0.122 -1.508 -0.379
H 0.960 -0.409 -1.157
H -0.417 1.466 -0.415
H 1.538 1.199 0.755
H 0.976 -0.292 1.547
H 0.302 1.136 2.091
H -1.586 -0.257 1.721
H -2.439 0.100 0.245
C 1.162 -2.380 -3.460
O 2.045 -1.276 -3.908
C 2.837 -1.601 -5.016
C 4.102 -2.403 -4.745
C 4.979 -1.738 -3.735
N 4.838 -2.574 -6.013
H 0.201 -2.334 -4.051
H 0.953 -2.232 -2.454
H 1.589 -3.380 -3.682
H 2.271 -2.119 -5.792
H 3.168 -0.681 -5.411
H 3.915 -3.461 -4.394
H 5.882 -2.271 -3.520
H 4.381 -1.368 -2.878
H 5.410 -0.810 -4.241
H 5.781 -2.313 -5.900
H 4.774 -3.494 -6.469
O -2.283 2.846 1.981
H -2.076 1.980 1.584
H -3.107 2.775 2.512
O -4.255 1.638 3.963
H -3.562 1.463 4.607
H -4.286 0.741 3.568
O -1.955 0.813 5.645
H -1.532 1.608 5.195
H -2.141 1.149 6.543
O -1.079 -0.874 3.638
H -0.145 -0.962 3.740
H -1.542 -0.496 4.433
O -3.334 -1.980 -2.429
H -3.458 -2.345 -1.564
H -2.521 -1.527 -2.341
*
```

The following is a DFT calculation (ωB97M-V with the def2-TZVPD basis set) of a molecular structure, C29H16Cl5IN2O2PSeW.

The calculation puts the HOMO energy (spin up / spin down) at -11.465 / -11.549 eV. Its frontier orbital gap (spin up / spin down) is 6.99 / 5.17 eV. As for the relative energy (zero: lowest compared OMol25 entry of this formula, charge and spin): 0.0 kcal per mole.

```
! RIJCOSX wB97M-V def2-TZVPD def2/J DEFGRID3
* xyz 1 3
W 1.904 -1.163 -1.258
I 2.991 1.467 -1.251
C 2.435 1.829 0.733
C 3.460 1.991 1.616
C 3.186 2.478 2.911
C 1.924 2.875 3.227
C 0.855 2.724 2.309
C -0.430 3.236 2.612
C -1.451 3.136 1.719
C -1.268 2.386 0.544
C -0.056 1.820 0.229
P -0.191 0.466 -0.996
C -0.935 1.211 -2.474
C -0.120 1.770 -3.457
C -0.681 2.394 -4.559
C -2.061 2.456 -4.695
C -2.878 1.896 -3.725
C -2.321 1.274 -2.618
C -1.478 -0.590 -0.267
C -1.646 -0.646 1.114
C -2.524 -1.564 1.672
C -3.252 -2.418 0.853
C -3.102 -2.350 -0.526
C -2.214 -1.446 -1.085
C 1.078 2.089 1.053
H 4.479 1.788 1.319
H 3.997 2.593 3.617
H 1.719 3.339 4.183
H -0.573 3.736 3.562
H -2.418 3.570 1.931
H -2.127 2.202 -0.090
H 0.955 1.734 -3.371
H -0.036 2.827 -5.312
H -2.498 2.935 -5.561
H -3.954 1.937 -3.828
H -2.972 0.830 -1.874
H -1.104 0.032 1.761
H -2.654 -1.597 2.746
H -3.944 -3.126 1.288
H -3.673 -3.006 -1.169
H -2.084 -1.419 -2.160
Cl 4.108 -1.682 -0.732
C 1.328 -3.337 0.545
C 1.293 -2.166 1.377
C 1.027 -2.284 2.785
Cl 1.020 -0.861 3.714
C 0.834 -3.527 3.329
Cl 0.525 -3.696 4.999
C 0.905 -4.679 2.497
Cl 0.675 -6.200 3.179
C 1.158 -4.570 1.098
Cl 1.214 -5.963 0.119
O 0.393 -2.385 -1.273
N 1.521 -3.133 -0.847
O 1.536 -1.041 0.851
Se 1.826 -1.350 -3.734
C 2.836 0.127 -4.176
N 3.462 1.054 -4.455
*
```

The following is a DFT calculation (ωB97M-V with the def2-TZVPD basis set) of a molecular structure, C29H17BrFeI2N4O6.

The calculation puts the HOMO energy (spin up / spin down) at -2.044 / -2.079 eV. Its frontier orbital gap (spin up / spin down) is 5.55 / 5.58 eV. As for the relative energy (zero: lowest compared OMol25 entry of this formula, charge and spin): 7.2 kcal per mole.

```
! RIJCOSX wB97M-V def2-TZVPD def2/J DEFGRID3
* xyz -2 1
Fe 0.051 1.070 -0.751
O 2.615 -1.284 -3.687
C 2.173 -2.492 -3.312
C 2.879 -3.620 -3.744
C 2.465 -4.887 -3.380
C 1.337 -5.061 -2.583
C 0.638 -3.946 -2.155
C 1.035 -2.658 -2.505
C 0.302 -1.466 -1.990
O 0.726 -0.302 -2.329
N -0.724 -1.692 -1.209
N -1.215 -0.466 -0.797
C -2.477 -0.389 -0.612
C -3.161 0.882 -0.430
C -4.425 0.919 0.159
C -5.158 2.088 0.249
C -4.613 3.252 -0.306
C -3.382 3.243 -0.923
C -2.587 2.065 -1.001
O -1.443 2.082 -1.581
H 1.992 -0.629 -3.248
H 3.760 -3.465 -4.355
H 3.033 -5.749 -3.712
H 1.022 -6.053 -2.284
H -0.232 -4.041 -1.517
H -3.061 -1.307 -0.694
H -4.834 -0.007 0.555
H -6.129 2.102 0.728
H -5.169 4.182 -0.250
H -2.962 4.145 -1.351
I 2.945 5.436 -1.038
C 1.788 4.642 0.503
C 1.731 5.297 1.730
C 0.979 4.808 2.771
I 0.971 5.866 4.580
C 0.227 3.617 2.614
C -0.581 3.013 3.602
C -1.265 1.864 3.319
C -1.161 1.299 2.039
N -0.418 1.836 1.104
C 0.282 2.965 1.362
C 1.094 3.442 0.243
O 1.113 2.810 -0.840
H 2.298 6.209 1.861
H -0.651 3.469 4.582
H -1.887 1.385 4.063
H -1.702 0.399 1.777
Br 2.766 -5.971 0.969
C 1.898 -4.288 1.189
C 0.658 -4.250 1.801
N -0.002 -3.112 1.990
C 0.564 -1.991 1.542
C 1.813 -1.934 0.940
C 2.505 -3.123 0.766
C 2.474 -0.610 0.550
O 3.706 -0.596 0.629
O 1.713 0.339 0.218
H 0.189 -5.164 2.150
H 0.007 -1.073 1.678
H 3.490 -3.102 0.319
*
```